23
Properties=species:S:1:pos:R:3:forces:R:3 method="wB97M-V/def2-TZVPD" charge=+2 e_tot_ha=-1147.014520 e_lumo_ev=-7.963
C -3.0981 -1.1703 -1.0322 -0.3 -1.9 -0.7
C -3.3002 -0.1752 -0.1580 -1.7 1.7 1.3
C -1.1604 -0.3277 -0.4279 0.0 -1.0 -0.4
C 0.2850 -0.3879 -0.2058 0.1 -0.2 0.6
C 3.3494 0.5247 0.2035 1.9 -1.9 1.1
N -2.0768 0.3200 0.2425 1.1 1.7 0.7
N -1.7437 -1.2666 -1.1566 0.3 0.8 -0.1
N 4.5647 0.1762 0.8821 -4.5 3.0 -4.6
N 0.8555 0.6547 0.4516 2.7 1.2 1.0
N -4.5321 0.5219 0.4194 0.4 0.2 -1.3
N 2.2050 0.4144 0.9344 -0.3 1.1 0.5
O 0.8387 -1.4147 -0.4473 0.6 -0.5 -0.5
O -5.5257 0.6458 -0.2611 1.1 -0.8 0.6
O -4.2750 1.0207 1.4815 -0.2 0.1 0.6
S 3.1755 0.7213 -1.5022 -1.7 1.0 1.0
H -3.7289 -1.9749 -1.4520 0.1 1.1 0.1
H -1.6940 1.0798 0.8823 -2.2 -1.2 -0.7
H -1.1739 -1.8449 -1.7436 -0.1 -0.8 -0.4
H 4.3781 -0.3500 1.6544 0.5 -1.6 2.7
H 5.4537 0.4268 0.4854 0.2 -0.2 0.2
H 0.5002 1.6311 0.5516 0.6 -1.2 -0.3
H 2.3367 0.4137 1.9664 -0.6 0.0 -1.0
H 4.3664 0.3610 -1.7684 2.1 -0.6 -0.5